This record from OMol25 describes a structure of composition C11H12F5NO9PS2 in a non-equilibrium geometry. The level of theory is the ωB97M-V functional and the def2-TZVPD basis.

Output
LUMO level: -0.0025 hartree
HOMO: -6.321 eV
total energy: -76067.394 eV
strongest force on any atom: 0.0204 hartree/bohr

```
! RIJCOSX wB97M-V def2-TZVPD def2/J DEFGRID3
* xyz -1 1
S 5.7520 0.3778 0.1229
S 4.2937 2.2756 -1.3118
P 5.3831 -1.3631 -1.1345
F 0.1510 0.3216 1.0859
F 1.0994 -1.5942 1.2914
F 1.8248 -1.4978 -1.0875
F -0.2971 -1.7218 -1.5638
F -0.9614 -1.4750 0.7689
O 5.6737 -0.2217 1.4355
O -5.4278 1.0354 3.8717
O -3.0883 0.3422 2.9400
O -5.3592 -2.0627 -0.4036
O 5.3585 2.3063 -2.2873
O 7.0610 0.8064 -0.3183
O -7.6772 -1.3152 0.4771
O 3.7185 3.5493 -0.9227
O 4.6172 -2.4594 -0.4909
N 4.6041 1.4699 0.0311
C -4.1490 -0.1115 2.2916
C 1.7004 1.4092 -1.1397
C 0.6200 -0.9082 -0.9381
C -6.6946 -0.0882 2.2284
C -4.0767 -0.9003 1.2085
C -5.4690 0.3344 2.8766
C 0.2358 -0.9066 0.5886
C -5.3001 -1.3379 0.5742
C 0.5977 0.4421 -1.6072
C -6.6206 -0.8729 1.1452
C 2.8927 1.4801 -2.0954
H 2.0886 1.0847 -0.1694
H 2.6742 2.1567 -2.9275
H 0.6852 0.2388 -2.6797
H -7.3176 -1.8603 -0.2524
H -0.3896 0.8857 -1.4577
H -3.1365 -1.2229 0.7866
H 3.1593 0.5057 -2.5055
H 1.3117 2.4128 -0.9693
H 6.7037 -1.7309 -1.4430
H -3.4254 0.8831 3.6802
H 4.8178 -0.9144 -2.3434
H -7.6340 0.2470 2.6446
*
```